Record 1
{
  "formula": "C2H7N3O",
  "method": "ωB97M-V/def2-TZVPD",
  "total_charge": 0,
  "smiles": "CN(O)/C=N/N",
  "relative_energy_kcal_mol": 97.3,
  "homo_energy_ha": -0.3073,
  "fmax_ev_per_a": 3.37,
  "e_tot_ev": -8702.0596,
  "elements": ["C", "N", "O", "C", "N", "N", "H", "H", "H", "H", "H", "H", "H"],
  "coordinates": [[1.41, 1.27, 0.05], [0.94, -0.09, -0.38], [1.69, -1.07, 0.33], [-0.39, -0.40, -0.20], [-1.27, 0.43, 0.08], [-2.57, -0.05, -0.05], [2.48, 1.38, -0.29], [0.75, 2.00, -0.40], [1.27, 1.41, 1.09], [2.45, -1.25, -0.33], [-0.60, -1.50, -0.28], [-2.65, -1.11, 0.08], [-3.08, 0.37, 0.82]],
  "mulliken_charge": [-0.775, -0.034, -0.456, -0.006, -0.152, -0.584, 0.239, 0.328, 0.338, 0.347, 0.237, 0.253, 0.263]
}

---

Record 2
{
  "formula": "C4H8",
  "method": "ωB97M-V/def2-TZVPD",
  "total_charge": 0,
  "smiles": "CC1CC1",
  "relative_energy_kcal_mol": 35.1,
  "homo_energy_ha": -0.3378,
  "fmax_ev_per_a": 1.33,
  "e_tot_ev": -4275.6705,
  "elements": ["C", "C", "C", "C", "H", "H", "H", "H", "H", "H", "H", "H"],
  "coordinates": [[0.02, -0.35, -1.45], [-0.59, 0.30, -0.23], [0.50, 0.53, 0.89], [-0.88, 0.11, 1.24], [-0.65, -0.74, -2.23], [0.79, -1.07, -1.18], [0.54, 0.51, -1.91], [-1.31, 1.05, -0.58], [0.95, 1.51, 1.02], [1.24, -0.26, 1.12], [-1.49, 0.96, 1.54], [-1.08, -0.81, 1.77]],
  "mulliken_charge": [-1.170, 0.116, -0.611, -0.435, 0.329, 0.291, 0.281, 0.226, 0.255, 0.238, 0.224, 0.256]
}

---

Record 3
{
  "formula": "C18H15Cl5N2ORuS4Si",
  "method": "ωB97M-V/def2-TZVPD",
  "total_charge": -2,
  "relative_energy_kcal_mol": 2.2,
  "homo_energy_ha": [-0.0661, -0.0661],
  "fmax_ev_per_a": 1.22,
  "e_tot_ev": -140350.7201,
  "elements": ["Ru", "Cl", "C", "C", "C", "Cl", "C", "Cl", "C", "Cl", "C", "Cl", "S", "C", "S", "C", "C", "N", "C", "N", "S", "C", "C", "Si", "C", "C", "C", "C", "H", "H", "H", "H", "H", "H", "H", "H", "H", "C", "S", "C", "O", "H", "H", "H", "H", "H", "H"],
  "coordinates": [[1.18, -1.51, -0.49], [3.84, -1.48, -1.99], [2.94, -0.03, -2.33], [1.71, 0.15, -1.68], [1.06, 1.34, -1.99], [-0.52, 1.61, -1.31], [1.59, 2.31, -2.84], [0.73, 3.78, -3.16], [2.82, 2.10, -3.44], [3.50, 3.29, -4.50], [3.50, 0.90, -3.20], [5.03, 0.63, -3.95], [0.98, -3.83, 0.11], [0.28, -4.05, -1.44], [-0.03, -2.52, -2.19], [0.01, -5.28, -2.04], [0.32, -6.51, -1.40], [0.57, -7.52, -0.90], [-0.58, -5.37, -3.33], [-1.06, -5.48, -4.38], [1.52, -1.03, 2.29], [0.37, -0.94, 1.03], [-4.27, 0.51, 3.43], [-3.82, 0.36, 1.61], [-4.94, -0.92, 0.81], [-4.09, 2.04, 0.79], [-2.10, -0.13, 1.41], [-0.96, -0.51, 1.25], [-5.34, 0.70, 3.55], [-3.72, 1.33, 3.90], [-4.01, -0.41, 3.96], [-5.99, -0.74, 1.07], [-4.67, -1.92, 1.14], [-4.85, -0.88, -0.28], [-5.10, 2.41, 0.98], [-3.95, 1.97, -0.29], [-3.37, 2.76, 1.18], [4.29, 2.47, 2.55], [3.57, 2.34, 0.89], [1.86, 2.42, 1.46], [3.83, 0.95, 0.46], [3.93, 3.37, 3.06], [5.37, 2.51, 2.44], [3.99, 1.57, 3.09], [1.68, 3.38, 1.94], [1.68, 1.57, 2.13], [1.22, 2.32, 0.58]],
  "mulliken_charge": [-0.250, -0.237, 1.578, -1.715, 0.893, -0.115, -0.069, -0.240, 0.496, -0.245, -0.194, -0.241, -0.388, 0.870, -0.495, 0.069, 0.064, -0.615, 0.046, -0.617, -0.350, -0.398, -1.000, -0.045, -1.002, -0.954, -0.844, 1.307, 0.281, 0.297, 0.312, 0.286, 0.336, 0.308, 0.300, 0.284, 0.295, -1.019, 0.460, -0.344, -0.460, 0.380, 0.333, 0.239, 0.478, 0.027, -0.104]
}

---

Record 4
{
  "formula": "C15H21N3",
  "method": "ωB97M-V/def2-TZVPD",
  "total_charge": 0,
  "relative_energy_kcal_mol": 333.9,
  "homo_energy_ha": -0.2913,
  "fmax_ev_per_a": 16.03,
  "e_tot_ev": -20352.5050,
  "elements": ["C", "C", "C", "N", "C", "N", "C", "C", "C", "H", "H", "H", "C", "H", "C", "N", "H", "C", "C", "C", "C", "C", "C", "H", "H", "H", "H", "H", "H", "H", "H", "H", "H", "H", "H", "H", "H", "H", "H"],
  "coordinates": [[-3.47, 0.64, -4.80], [-3.28, 0.32, -3.60], [-2.25, 0.81, -2.96], [-1.70, 0.75, -1.58], [-0.43, 1.47, -1.55], [-0.23, 2.12, -2.56], [-1.19, 1.84, -3.40], [-1.37, 1.85, -4.92], [-2.47, 1.29, -5.50], [-2.68, 1.62, -6.59], [-0.88, 2.47, -5.33], [0.51, 2.49, -2.73], [0.39, 1.64, -0.31], [-0.54, 1.57, 0.68], [1.28, 0.35, -0.16], [2.03, 0.68, 1.19], [3.10, 0.69, 0.79], [1.82, -0.20, 2.27], [1.99, -1.85, 1.83], [1.82, -2.54, 3.31], [0.56, -2.48, 3.77], [0.11, -0.91, 4.23], [0.28, -0.15, 2.81], [0.11, 1.02, 3.11], [-0.35, -0.72, 1.93], [-0.85, -0.80, 4.34], [1.04, -0.44, 4.77], [0.26, -3.09, 4.67], [-0.23, -2.71, 3.17], [2.07, -3.56, 3.01], [2.57, -2.36, 3.94], [1.49, -2.23, 1.14], [3.05, -1.89, 1.55], [2.63, 0.11, 2.97], [1.88, 0.45, -0.99], [0.44, -0.59, -0.07], [0.83, 2.42, -0.35], [-4.06, -0.19, -2.79], [-4.28, 0.12, -5.30]],
  "mulliken_charge": [-0.287, -0.453, 0.649, -0.806, 0.433, 0.066, 0.391, -0.977, -0.315, 0.219, 0.638, -0.217, -0.916, 0.137, -0.608, -0.319, 0.289, -0.371, -1.235, -0.766, -0.625, -1.038, -0.325, 0.195, 0.208, 0.581, 0.329, 0.273, 0.468, 0.334, 0.452, 0.739, 0.369, 0.420, 0.518, 0.131, 0.850, 0.206, 0.362]
}